# 1
Below is a molecular structure, C45H41GeN9O6STeV, with properties calculated with the ωB97M-V functional and the def2-TZVPD basis.

Its spin multiplicity is 3. The energy above the lowest of the compared OMol25 structures with the same formula, charge and spin comes out at 1.5135 eV. The HOMO-LUMO gap (alpha / beta) is 0.192 / 0.263 Ha. Its total charge is -1. For the HOMO energy (alpha / beta), the calculation gives -3.0 / -5.0 eV. The calculation puts the total energy at -6370.97298 Eh. The largest force on an atom is 2.9 eV Å⁻¹. The value obtained for the molecular weight is 1087.101 g/mol.

```
105
C45H41GeN9O6STeV | the OMol25 dataset | the ωB97M-V functional and the def2-TZVPD basis
V -17.908 -11.505 -6.644
O -16.638 -10.076 -7.150
C -16.637 -8.775 -7.070
C -15.474 -8.053 -7.417
C -15.418 -6.662 -7.238
C -16.496 -5.978 -6.730
C -17.643 -6.659 -6.439
C -17.749 -8.046 -6.618
C -18.967 -8.759 -6.241
N -19.367 -9.973 -6.644
C -20.534 -10.203 -6.048
C -20.973 -9.063 -5.416
N -19.971 -8.162 -5.587
H -14.589 -8.585 -7.818
H -14.528 -6.171 -7.567
H -16.433 -4.877 -6.516
H -18.453 -6.054 -6.056
H -20.954 -11.184 -6.166
H -21.815 -8.845 -4.833
H -19.933 -7.301 -5.143
N -20.942 -13.523 -7.156
C -20.061 -14.120 -6.245
N -20.517 -15.292 -5.709
C -19.663 -15.775 -4.811
N -20.218 -16.840 -4.060
N -18.420 -15.477 -4.593
C -18.039 -14.289 -5.245
N -18.927 -13.485 -5.968
C -16.658 -13.918 -5.219
C -15.677 -14.741 -4.546
C -14.379 -14.409 -4.625
C -14.010 -13.278 -5.383
C -14.988 -12.538 -6.006
N -16.263 -12.810 -5.916
H -21.632 -14.159 -7.477
H -20.501 -12.903 -7.764
H -20.707 -17.471 -4.687
H -19.515 -17.361 -3.553
H -16.003 -15.597 -3.955
H -13.659 -14.983 -4.072
H -12.954 -12.971 -5.529
H -14.914 -11.585 -6.487
C -18.713 -7.089 -10.006
C -19.422 -8.190 -9.559
C -18.926 -9.472 -9.825
C -17.726 -9.608 -10.501
C -16.997 -8.481 -10.940
C -17.509 -7.242 -10.697
Ge -16.959 -11.437 -10.727
C -15.193 -11.420 -11.580
C -14.919 -12.119 -12.745
C -13.758 -11.912 -13.417
C -12.748 -11.120 -12.810
C -12.960 -10.510 -11.591
C -14.201 -10.674 -10.960
C -18.020 -12.423 -11.957
C -17.910 -13.803 -12.084
C -18.686 -14.515 -13.002
C -19.447 -13.854 -13.960
C -19.457 -12.442 -13.922
C -18.827 -11.702 -12.901
H -19.071 -6.109 -9.714
H -20.289 -8.155 -8.961
H -19.378 -10.349 -9.389
H -16.071 -8.711 -11.450
H -16.956 -6.312 -10.922
H -15.651 -12.637 -13.256
H -13.640 -12.367 -14.394
H -11.795 -10.968 -13.309
H -12.144 -10.038 -11.042
H -14.441 -10.151 -10.033
H -17.172 -14.299 -11.495
H -18.348 -15.577 -13.164
H -19.870 -14.348 -14.820
H -19.974 -11.951 -14.729
H -18.900 -10.626 -12.829
O -16.517 -12.291 -9.218
C -17.512 -12.627 -8.366
O -18.630 -11.963 -8.297
H -17.591 -13.738 -8.331
C -11.130 -8.819 -5.767
Te -11.488 -9.667 -3.760
C -13.519 -10.110 -3.943
H -11.735 -7.927 -5.999
H -11.252 -9.567 -6.513
H -10.046 -8.591 -5.731
H -13.723 -11.133 -4.154
H -13.970 -9.496 -4.776
H -14.001 -9.811 -3.019
O -17.145 -7.607 -1.495
S -18.210 -8.308 -2.134
O -19.432 -7.552 -2.396
N -17.688 -8.997 -3.548
C -18.053 -10.277 -3.610
O -17.980 -11.035 -4.585
C -18.679 -10.806 -2.310
C -19.116 -12.116 -2.101
C -19.551 -12.435 -0.799
C -19.459 -11.515 0.190
C -19.100 -10.196 -0.055
C -18.697 -9.811 -1.294
H -19.176 -12.818 -2.938
H -19.996 -13.432 -0.617
H -19.855 -11.801 1.144
H -19.094 -9.512 0.743
```

***

# 2
Below is a molecular structure, C6H8N2O2S, with properties calculated with the ωB97M-V functional and the def2-TZVPD basis.

The energy above the lowest of the compared OMol25 structures with the same formula, charge and spin comes out at 2.5153 eV. The HOMO-LUMO gap is 0.323 Ha. For the HOMO energy, the calculation gives -8.7 eV. The calculation puts the total energy at -891.54804 Eh. The largest force on an atom is 5.0 eV Å⁻¹. The value obtained for the molecular weight is 172.209 g/mol.

```
19
C6H8N2O2S | the OMol25 dataset | the ωB97M-V functional and the def2-TZVPD basis
C -0.252 -2.882 -2.021
C 0.174 -1.571 -1.559
C -0.069 -0.299 0.879
C -0.692 1.820 -0.106
C 1.033 1.634 1.728
C 0.500 1.031 0.466
N -1.039 -3.476 -1.167
N -0.257 -1.451 -0.280
O 0.602 -0.710 -2.325
O -0.615 -0.567 1.869
S -1.200 -2.712 0.209
H -0.032 -3.449 -2.885
H -0.842 1.368 -0.995
H -0.501 2.967 -0.299
H -1.664 1.734 0.565
H 0.287 2.101 2.467
H 1.564 2.628 1.551
H 1.692 1.013 2.198
H 1.308 0.821 -0.293
```

***

# 3
Below is 3 unconnected molecules or ions with the total composition C30H23BIO5, with properties calculated with the ωB97M-V functional and the def2-TZVPD basis.

The HOMO-LUMO gap is 0.164 Ha. Its total charge is -1. For the HOMO energy, the calculation gives -4.2 eV. The calculation puts the total energy at -1855.90485 Eh. The largest force on an atom is 1.7 eV Å⁻¹. The value obtained for the molecular weight is 601.225 g/mol.

```
60
C30H23BIO5 | the OMol25 dataset | the ωB97M-V functional and the def2-TZVPD basis
C 1.490 -4.553 2.437
C 1.995 -4.809 3.839
O 1.978 -6.121 4.337
B 1.455 -7.235 3.565
I 3.014 -8.029 2.065
H 2.076 -5.046 1.674
H 0.445 -4.799 2.313
H 1.574 -3.481 2.251
H 3.022 -4.434 3.885
H 1.422 -4.163 4.511
H 1.285 -8.183 4.305
H 0.428 -7.012 2.957
C -2.025 3.379 2.222
C -0.810 2.855 2.649
C -0.545 1.505 2.506
C -1.500 0.670 1.939
C -2.727 1.193 1.524
C -2.982 2.551 1.662
C -3.780 0.310 0.943
O -4.843 0.768 0.576
C -3.489 -1.147 0.830
C -4.465 -1.999 0.331
C -4.203 -3.353 0.212
C -2.963 -3.864 0.584
C -1.985 -3.020 1.081
C -2.248 -1.662 1.210
C -1.191 -0.776 1.766
O -0.104 -1.226 2.055
H -2.225 4.437 2.327
H -0.067 3.504 3.092
H 0.400 1.093 2.832
H -3.929 2.950 1.329
H -5.425 -1.597 0.040
H -4.967 -4.017 -0.171
H -2.760 -4.922 0.492
H -1.021 -3.410 1.382
C 1.068 -0.327 -1.519
C 1.934 -0.640 -2.561
C 2.435 0.362 -3.375
C 2.063 1.683 -3.157
C 1.181 1.995 -2.119
C 0.691 0.987 -1.300
C 0.738 3.397 -1.885
O -0.028 3.673 -0.986
C 1.259 4.457 -2.795
C 0.832 5.767 -2.621
C 1.312 6.766 -3.450
C 2.223 6.461 -4.455
C 2.649 5.157 -4.636
C 2.166 4.150 -3.810
C 2.622 2.747 -4.034
O 3.422 2.489 -4.909
H 0.686 -1.111 -0.878
H 2.223 -1.668 -2.733
H 3.117 0.127 -4.180
H 0.016 1.231 -0.490
H 0.127 5.996 -1.834
H 0.977 7.785 -3.314
H 2.600 7.244 -5.100
H 3.355 4.911 -5.416
```